(1)
A 2-piece molecular cluster, C4H12 overall in a non-equilibrium geometry, computed with ωB97M-V with the def2-TZVPD basis set.

Structure (XYZ):
```
16
C4H12 (ωB97M-V with the def2-TZVPD basis set)
C -1.67411 0.54276 0.60711
C -1.33561 -0.89028 1.08566
H -2.00745 0.62673 -0.42546
H -2.35774 0.97930 1.33730
H -0.85624 1.27159 0.60508
H -2.19305 -1.25930 1.64674
H -0.45027 -0.94750 1.70158
H -1.32471 -1.50308 0.19512
C 1.02120 -0.23378 -1.30681
C 2.00344 0.51819 -0.37903
H 0.17450 0.40289 -1.53855
H 1.60020 -0.43180 -2.21223
H 0.73229 -1.17433 -0.85121
H 2.71681 -0.19783 0.02033
H 1.40948 0.98472 0.40822
H 2.54125 1.31172 -0.89385
```

Results
2S+1: 1


(2)
A 2-piece molecular cluster, C4H12 overall in a non-equilibrium geometry, computed with ωB97M-V with the def2-TZVPD basis set.

Structure (XYZ):
```
16
C4H12 (ωB97M-V with the def2-TZVPD basis set)
C 0.74445 -1.83852 0.84603
C 1.56695 -0.60051 0.78088
H 0.65088 -2.17869 1.88187
H -0.32581 -1.64002 0.61191
H 1.02887 -2.56401 0.09750
H 1.77605 -0.19729 1.77816
H 0.95750 0.26037 0.33366
H 2.51751 -0.72551 0.26657
C -1.45697 0.75041 -1.41191
C -0.77997 1.58490 -0.24919
H -1.55967 -0.27441 -1.09333
H -2.38513 1.33899 -1.47811
H -0.89983 0.81895 -2.34297
H -1.01231 2.63804 -0.29956
H 0.33866 1.46714 -0.39681
H -1.16117 1.16017 0.67530
```

Results
2S+1: 2
Charge: +1
⟨S²⟩: 0.754


(3)
A 2-piece molecular cluster, C4H12 overall in a non-equilibrium geometry, computed with ωB97M-V with the def2-TZVPD basis set.

Structure (XYZ):
```
16
C4H12 (ωB97M-V with the def2-TZVPD basis set)
C 0.89349 -0.64162 -1.68612
C 1.39707 0.14202 -2.91607
H 0.60294 -0.04232 -0.82434
H 1.75321 -1.23814 -1.35800
H 0.17296 -1.39746 -1.98802
H 0.91172 -0.27068 -3.77977
H 1.07249 1.15103 -2.89835
H 2.47666 0.21318 -2.99911
C -0.80755 -0.17448 2.71294
C -1.59210 0.72016 1.88226
H -0.28214 0.14817 3.60609
H -0.07569 -0.65094 1.94968
H -1.28955 -1.13085 2.97205
H -2.25234 0.21757 1.18987
H -0.97680 1.54497 1.44613
H -2.00438 1.40940 2.69076
```

Results
2S+1: 2
Charge: +1
⟨S²⟩: 0.753


(4)
A 2-piece molecular cluster, C4H12 overall in a non-equilibrium geometry, computed with ωB97M-V with the def2-TZVPD basis set.

Structure (XYZ):
```
16
C4H12 (ωB97M-V with the def2-TZVPD basis set)
C 2.16764 -0.67476 1.61391
C 0.84847 -0.17676 1.17231
H 3.00019 -0.08344 1.19369
H 2.20674 -0.76069 2.70633
H 2.45946 -1.68950 1.25437
H 0.08473 -0.85306 1.63484
H 0.86889 0.02266 0.09191
H 0.44834 0.74836 1.64970
C -1.55954 0.30507 -0.70025
C -1.46679 0.57081 -2.17654
H -0.95418 -0.59850 -0.41223
H -1.27629 1.14273 -0.05651
H -2.57354 0.06292 -0.34377
H -1.52646 -0.37147 -2.71250
H -0.51844 1.04386 -2.41862
H -2.20923 1.31178 -2.49664
```

Results
2S+1: 2
Charge: +1
⟨S²⟩: 0.753


| no. | E_tot (a.u.) |
| --- | --- |
| 1 | -159.57179 |
| 2 | -159.15953 |
| 3 | -159.14634 |
| 4 | -159.16038 |